Computed, not measured: an isolated molecule of C19H21ClN2O6S, with ωB97M-V/def2-TZVPD.

Structure (XYZ):
```
50
C19H21ClN2O6S, DFT ωB97M-V/def2-TZVPD
C -6.017 -3.803 -1.501
C -5.231 -3.178 -0.351
C -6.175 -2.545 0.667
C -4.249 -2.137 -0.904
N -3.384 -1.552 0.099
S -3.865 -0.152 0.876
O -3.972 -0.402 2.286
O -4.970 0.426 0.173
C -2.416 0.860 0.595
C -1.436 0.956 1.559
C -0.305 1.721 1.323
C -0.159 2.396 0.115
O 0.897 3.183 -0.220
C 1.915 3.393 0.734
C 2.793 2.153 0.979
O 3.323 1.956 2.048
N 2.885 1.380 -0.127
C 3.581 0.180 -0.316
C 3.453 -0.449 -1.550
C 4.113 -1.640 -1.834
C 4.898 -2.172 -0.842
C 5.026 -1.543 0.399
C 4.381 -0.368 0.694
O 5.858 -2.277 1.195
C 6.259 -3.388 0.421
O 5.650 -3.317 -0.851
C -1.164 2.271 -0.858
Cl -0.963 3.085 -2.360
C -2.290 1.509 -0.619
H -6.701 -4.559 -1.124
H -5.348 -4.272 -2.219
H -6.598 -3.042 -2.017
H -4.649 -3.965 0.145
H -5.622 -2.096 1.489
H -6.765 -1.762 0.196
H -6.850 -3.295 1.075
H -3.616 -2.590 -1.675
H -4.802 -1.304 -1.342
H -3.030 -2.221 0.766
H -1.572 0.441 2.496
H 0.459 1.783 2.082
H 2.546 4.181 0.310
H 1.515 3.746 1.690
H 2.366 1.702 -0.936
H 2.828 -0.003 -2.310
H 4.014 -2.124 -2.791
H 4.484 0.112 1.650
H 5.954 -4.318 0.925
H 7.355 -3.381 0.306
H -3.075 1.424 -1.352
```

=====

Computed, not measured: an isolated molecule of C19H21ClN4O3S2, with ωB97M-V/def2-TZVPD.

Structure (XYZ):
```
50
C19H21ClN4O3S2, DFT ωB97M-V/def2-TZVPD
C 0.103 4.220 6.093
C 0.779 3.078 5.346
C 0.013 2.695 4.082
C 0.732 1.598 3.298
N 2.032 2.042 2.854
S 3.188 0.885 2.576
O 4.364 1.582 2.155
O 3.237 0.041 3.732
C 2.539 -0.067 1.204
C 2.667 0.452 -0.080
C 2.145 -0.214 -1.171
C 1.486 -1.414 -0.929
N 0.869 -2.270 -1.805
C 0.412 -3.253 -1.074
S -0.444 -4.628 -1.690
C -0.239 -4.334 -3.480
C -1.367 -3.489 -4.068
O -2.191 -3.978 -4.807
N -1.316 -2.195 -3.670
C -2.207 -1.174 -4.002
C -3.115 -1.281 -5.053
C -3.969 -0.238 -5.358
C -3.936 0.936 -4.625
C -3.044 1.061 -3.575
C -2.194 0.015 -3.266
Cl -1.102 0.199 -1.923
N 0.678 -3.108 0.256
C 1.370 -1.927 0.387
C 1.894 -1.255 1.476
H 0.661 4.470 6.991
H -0.908 3.942 6.385
H 0.045 5.108 5.467
H 0.851 2.205 5.996
H 1.793 3.364 5.066
H -0.985 2.340 4.344
H -0.100 3.574 3.443
H 0.108 1.265 2.454
H 0.928 0.743 3.948
H 2.027 2.764 2.152
H 3.206 1.379 -0.197
H 2.237 0.172 -2.173
H 0.731 -3.859 -3.613
H -0.261 -5.319 -3.944
H -0.559 -1.938 -3.027
H -3.147 -2.195 -5.622
H -4.664 -0.345 -6.177
H -4.600 1.752 -4.864
H -3.007 1.965 -2.988
H 0.422 -3.749 0.987
H 1.837 -1.619 2.489
```

=====

Computed, not measured: the ion C19H21F2N2 with charge +1, with ωB97M-V/def2-TZVPD.

Structure (XYZ):
```
44
C19H21F2N2, DFT ωB97M-V/def2-TZVPD
F -6.901 -3.307 0.764
C -5.593 -3.157 1.163
C -5.104 -4.073 2.084
C -3.894 -3.754 2.695
C -3.238 -2.565 2.400
C -3.593 -1.770 1.324
C -2.668 -0.431 1.166
C -3.268 0.270 -0.187
C -3.281 1.656 -0.061
C -3.818 2.497 -1.011
C -4.506 1.997 -2.117
C -4.568 0.613 -2.214
F -5.231 0.108 -3.305
C -3.973 -0.264 -1.297
N -1.252 -0.250 1.522
C -0.384 -1.536 1.553
C 1.099 -1.328 1.801
N 1.581 0.054 1.851
C 1.024 0.742 0.684
C -0.474 0.577 0.448
C 0.904 0.685 2.964
C -0.638 0.601 2.959
C -4.885 -2.023 0.753
H -5.613 -5.023 2.237
H -3.466 -4.417 3.434
H -2.478 -2.228 3.082
H -3.175 0.089 1.931
H -2.868 2.118 0.821
H -3.678 3.561 -0.891
H -4.794 2.622 -2.950
H -4.209 -1.322 -1.491
H -0.568 -1.888 0.544
H -0.822 -2.269 2.221
H 1.366 -1.888 2.691
H 1.587 -1.849 0.985
H 1.234 1.808 0.732
H 1.525 0.392 -0.210
H -0.985 1.531 0.304
H -0.672 -0.016 -0.448
H 1.318 0.334 3.891
H 1.233 1.713 2.988
H -0.964 1.637 3.001
H -0.898 0.147 3.912
H -5.499 -1.328 0.169
```

Net charge   +1

=====

Computed, not measured: a cluster of 6 separate species, C19H21F5O18 in total, with ωB97M-V/def2-TZVPD.

Structure (XYZ):
```
63
C19H21F5O18, DFT ωB97M-V/def2-TZVPD
O -2.247 -1.313 -4.002
C -3.007 -1.538 -3.134
O -2.665 -2.403 -2.170
C -3.876 -2.617 -1.438
C -4.757 -1.449 -1.665
F -4.559 -0.452 -0.798
O -4.219 -0.968 -2.889
H -4.362 -3.528 -1.771
H -3.592 -2.701 -0.398
H -5.807 -1.682 -1.744
O -0.770 -2.296 2.983
C 0.171 -1.698 3.281
O 1.472 -2.007 3.072
C 2.313 -1.048 3.708
C 1.371 0.091 4.049
F 1.581 1.001 3.053
O 0.112 -0.481 3.975
H 2.850 -1.493 4.564
H 3.028 -0.696 3.015
H 1.514 0.625 4.934
O 1.181 4.211 -6.288
C 0.718 3.717 -5.320
O 1.318 3.510 -4.118
C 0.627 2.401 -3.613
C -0.675 2.387 -4.201
F -1.608 2.850 -3.326
O -0.531 3.229 -5.334
H 1.152 1.494 -3.983
H 0.551 2.551 -2.524
H -1.076 1.427 -4.510
O -2.881 0.676 2.791
C -2.543 1.531 3.504
O -1.452 2.311 3.303
C -1.569 3.486 4.186
C -2.605 2.988 5.247
F -3.512 4.033 5.380
O -3.223 1.896 4.656
H -0.577 3.820 4.505
H -2.137 4.228 3.672
H -2.315 2.688 6.275
O 3.532 -0.751 1.108
C 4.263 -1.285 0.280
O 4.812 -0.584 -0.715
C 5.003 -1.504 -1.804
C 4.690 -2.884 -1.200
F 5.819 -3.677 -1.271
O 4.440 -2.646 0.154
H 4.255 -1.336 -2.551
H 6.021 -1.463 -2.186
H 3.879 -3.417 -1.700
C -1.211 0.353 -0.012
C 0.140 -0.367 -0.143
C 0.143 -1.929 -0.277
O 1.058 -2.222 -1.285
C 1.363 -1.041 -1.906
O 1.927 -1.005 -2.991
O 0.887 0.059 -1.234
H -1.902 0.080 -0.838
H -1.057 1.424 -0.086
H -1.760 0.145 0.938
H 0.713 -0.128 0.781
H -0.847 -2.154 -0.647
H 0.438 -2.450 0.659
```

=====

Orbital gap: 0.3106; 0.3278; 0.3401; 0.4110 (Eh)
Energy relative to the best compared isomer or geometry (same formula, charge and spin): 34.47; 0.00; 70.63; 4.18 (kcal per mole)
HOMO energy: -8.0; -8.7; -12.3; -10.9 (eV)